Below is a molecular structure, C22H33N9OSScSiTe, with properties calculated with ωB97M-V/def2-TZVPD.

Its LUMO energy (alpha / beta) is 0.01201 / 0.01171 hartree. The total energy comes out at -3142.76219 a.u. Its highest occupied orbital energy (alpha / beta) is -5.173 / -7.722 eV. The orbital gap (alpha / beta) is 5.5 / 8.0 eV. Its relative energy (zero: lowest compared OMol25 entry of this formula, charge and spin) is 56.4 kJ/mol. As for the multiplicity: 2.

The geometry in XYZ format:
```
69
Properties=species:S:1:pos:R:3:forces:R:3:lowdin_charge:R:1
Sc 0.00455 -0.11382 0.45772 0.47 0.22 0.47 0.7344
C 0.60866 -2.81466 -2.42370 -0.03 0.05 -0.05 -0.0148
C 0.23374 -1.39555 -2.74887 -0.01 -0.15 -0.04 -0.3036
C 0.28170 -0.95494 -4.05894 -0.02 0.10 -0.03 -0.0479
C -0.12565 0.34819 -4.34024 0.00 -0.08 0.07 -0.0581
C -0.57194 1.16900 -3.33204 0.01 -0.03 -0.11 -0.0373
C -0.61027 0.67367 -2.01094 0.04 0.02 0.06 -0.4512
N -0.19505 -0.59895 -1.75936 -0.10 0.01 -0.09 0.0490
N -0.96906 1.35931 -0.89154 -0.07 -0.13 -0.04 -0.1279
Si -1.75959 2.90033 -1.06679 -0.04 0.05 0.09 0.3840
C -3.38730 2.68740 -1.98133 -0.02 -0.02 -0.02 -0.1659
C -2.21072 3.69875 0.56651 0.02 0.00 0.02 -0.1951
C -0.70133 4.16061 -1.99592 0.07 0.06 -0.01 -0.1687
H 1.45802 -3.12999 -3.02839 0.02 -0.01 0.02 0.0901
H -0.22515 -3.48129 -2.65960 0.04 0.05 -0.01 0.0773
H 0.85298 -2.93335 -1.37398 0.01 0.01 0.04 0.0480
H 0.62822 -1.61835 -4.83854 0.00 0.00 0.00 0.1079
H -0.09012 0.71964 -5.35759 0.01 0.00 0.00 0.1090
H -0.86660 2.18555 -3.54303 -0.02 -0.07 -0.01 0.0707
H -3.99093 1.91476 -1.49514 0.00 0.02 -0.01 0.0240
H -3.26426 2.39817 -3.02613 0.01 -0.02 0.00 0.0239
H -3.96002 3.61899 -1.95629 0.02 -0.02 -0.01 0.0341
H -3.12263 3.27807 0.99325 0.02 -0.03 0.05 0.0211
H -2.41950 4.75303 0.36028 -0.01 -0.03 -0.02 0.0338
H -1.42866 3.66129 1.32513 -0.07 0.03 -0.05 -0.0457
H -0.95673 4.22212 -3.05589 0.01 0.03 0.02 0.0251
H 0.36384 3.92258 -1.93331 -0.03 0.01 -0.02 0.0140
H -0.84045 5.15751 -1.57186 0.00 -0.01 0.00 0.0282
O 0.01218 -0.64063 2.50383 -0.28 -0.16 0.12 -0.3656
N 0.83451 -0.12754 3.40388 0.12 0.12 -0.02 -0.1825
C 1.34734 -0.96361 4.33136 -0.04 -0.02 -0.05 -0.0084
C 2.17318 -0.49948 5.31478 0.03 0.01 0.04 -0.0536
C 2.48046 0.86398 5.33941 -0.01 0.03 -0.03 -0.0653
C 1.95943 1.69537 4.37978 0.02 -0.03 0.04 -0.0812
C 1.11844 1.20513 3.36551 0.01 -0.05 0.01 -0.6367
S 0.44146 2.15003 2.11597 -0.01 -0.20 -0.11 0.7152
H 1.04806 -1.99295 4.20872 0.00 0.00 0.00 0.1379
H 2.57404 -1.18935 6.04216 -0.01 0.00 -0.01 0.1085
H 3.13102 1.26193 6.10683 0.00 0.00 -0.01 0.1096
H 2.18209 2.75217 4.36541 0.00 0.00 0.00 0.1054
N 3.68883 1.66945 -1.13213 0.10 -0.01 -0.05 0.0287
C 2.45510 1.84783 -0.67793 -0.04 -0.07 -0.08 -0.1466
N 1.98534 0.68856 -0.26673 0.06 0.03 -0.06 0.0234
C 3.01782 -0.19812 -0.48476 -0.13 0.07 -0.05 -0.2982
N 4.08102 0.37323 -1.02178 0.01 0.02 0.00 0.1250
C 2.81217 -1.55368 -0.06007 -0.07 0.05 0.00 -0.2344
C 3.75827 -2.55942 -0.15421 -0.07 -0.09 0.03 -0.1181
N 3.59842 -3.77311 0.35722 0.05 0.01 -0.02 0.0370
C 2.43196 -3.92957 1.06684 0.02 0.02 -0.03 -0.1620
C 1.47876 -2.96419 1.17068 0.00 -0.05 -0.04 -0.2045
N 1.57779 -1.74970 0.55396 -0.01 0.18 0.03 -0.0477
H 4.31864 2.35175 -1.51515 0.01 0.01 0.00 0.1546
H 1.93487 2.79035 -0.65747 0.01 0.00 0.02 0.1176
H 4.68890 -2.34908 -0.67222 0.01 -0.01 0.01 0.1111
H 2.29019 -4.88017 1.56614 0.02 -0.01 0.00 0.0908
H 0.58953 -3.14507 1.76425 -0.04 0.03 -0.01 0.0621
N -2.69857 0.54876 1.81403 0.00 0.19 -0.09 -0.0098
H -3.31375 0.48490 2.61823 0.02 -0.12 0.02 0.0457
H -3.21575 1.01288 1.07646 -0.05 0.05 -0.02 0.0025
H -1.95000 1.18947 2.07713 0.00 -0.01 0.07 -0.0462
C -3.82903 -1.75307 -0.22858 0.02 0.10 -0.01 -0.4187
Te -2.13943 -2.30995 0.93966 -0.14 -0.09 -0.12 1.2958
C -1.85576 -4.06324 -0.25147 0.03 -0.01 0.02 -0.4274
H -3.51368 -1.56608 -1.25328 0.01 0.01 0.02 0.0082
H -4.25515 -0.84851 0.19828 0.00 -0.07 -0.03 -0.0188
H -4.56247 -2.55494 -0.19861 0.02 -0.01 0.00 0.0037
H -2.58100 -4.82136 0.03380 0.00 0.01 0.01 -0.0008
H -0.84615 -4.43922 -0.09402 -0.02 0.01 0.00 -0.0081
H -1.98485 -3.80176 -1.29938 0.01 0.00 0.03 -0.0068
```
Forces are in eV/Å.



Below is a molecular structure, C22H34AsCrOS4SbSi in a non-equilibrium geometry, with properties calculated with ωB97M-V/def2-TZVPD.

Its LUMO energy (alpha / beta) is -0.36090 / -0.36282 hartree. The total energy comes out at -6336.06503 a.u. Its highest occupied orbital energy (alpha / beta) is -14.159 / -14.158 eV. The orbital gap (alpha / beta) is 4.3 / 4.3 eV. Its net charge is +2.

The geometry in XYZ format:
```
65
Properties=species:S:1:pos:R:3:forces:R:3:lowdin_charge:R:1
Cr -0.63580 -0.97530 1.19615 -3.07 0.77 -0.17 -0.1526
S -4.54069 0.61499 1.65403 0.57 -1.40 0.40 0.1211
Sb -3.71936 -1.39861 2.22266 -1.31 -0.41 0.54 0.2642
S -2.20731 -1.89756 0.16309 2.15 0.98 0.59 0.4239
S -1.31944 -0.79162 3.14753 1.46 0.33 -1.77 0.3721
S -3.78475 -3.46871 3.15951 -0.14 1.46 -0.63 0.0433
C 3.30797 -0.98332 1.35161 -0.09 -0.13 0.05 -0.1324
C 2.70948 -2.20499 0.64906 -0.14 0.63 0.02 -0.3514
As 0.96634 -2.73123 1.37440 1.31 -1.54 0.00 1.2364
C 1.40252 -3.50118 3.13774 -0.31 0.41 0.27 -0.3422
C 1.59433 -2.50945 4.27797 0.04 -0.01 -0.10 -0.1393
C 0.42715 -4.25900 0.26832 -0.21 -0.05 -0.12 -0.3897
C 1.50591 -5.33336 0.15501 0.07 0.25 0.19 -0.1228
H 4.12233 -0.56969 0.75937 -0.01 -0.01 -0.04 0.0944
H 3.71759 -1.25364 2.32360 -0.02 0.05 0.01 0.0729
H 2.56487 -0.19632 1.49473 0.07 0.08 -0.03 0.0515
H 3.35866 -3.07335 0.76108 -0.16 -0.15 0.01 0.0883
H 2.56633 -2.02108 -0.41627 -0.05 -0.05 -0.01 0.0729
H 2.33019 -4.04360 2.95350 -0.01 -0.05 -0.20 0.0899
H 0.61598 -4.21738 3.37669 -0.03 -0.03 -0.12 0.0909
H 2.40361 -1.80694 4.08711 -0.01 0.00 0.01 0.0697
H 1.83433 -3.05226 5.19197 0.01 -0.04 -0.03 0.0984
H 0.68699 -1.94477 4.48230 -0.07 0.03 0.04 0.0141
H 0.16835 -3.85616 -0.71282 -0.02 0.06 0.03 0.0689
H -0.48484 -4.66279 0.71234 -0.02 0.12 0.07 0.0781
H 2.37593 -4.97078 -0.38961 0.03 -0.05 0.00 0.0771
H 1.10226 -6.18552 -0.38958 -0.03 0.00 -0.01 0.0953
H 1.82211 -5.68583 1.13692 0.03 -0.08 -0.04 0.0769
C 1.13559 3.10787 -2.55434 0.05 0.04 -0.06 -0.0677
C 1.36137 2.07933 -1.44472 -0.79 -0.42 0.41 -0.5954
C 2.14273 2.68666 -0.28149 0.10 0.03 -0.07 -0.0694
C 2.06375 0.83928 -1.99656 0.09 0.12 -0.07 -0.0742
Si -0.38507 1.58342 -0.81145 -0.07 1.83 -1.50 0.6313
O -0.13344 0.34227 0.29103 0.27 -2.44 2.27 -0.3715
C -1.43539 0.73917 -2.11694 0.04 0.34 0.34 -0.2363
C -1.08082 -0.50381 -2.65520 0.00 0.04 0.01 -0.1528
C -1.79913 -1.05306 -3.70618 0.05 -0.07 0.01 -0.0681
C -2.88697 -0.36890 -4.23210 -0.04 0.01 -0.02 -0.0495
C -3.27360 0.84810 -3.68812 -0.01 0.03 0.00 -0.0473
C -2.55764 1.39560 -2.63330 0.00 -0.11 0.06 -0.0681
C -1.25589 2.94823 0.14624 0.09 -0.49 -0.34 -0.2186
C -1.77059 4.05556 -0.53597 -0.01 0.00 0.05 -0.0945
C -2.48893 5.03052 0.14221 0.07 0.00 -0.19 -0.0508
C -2.70150 4.91690 1.50714 -0.03 0.04 0.09 -0.0535
C -2.18587 3.83220 2.20149 0.04 -0.05 0.01 -0.0706
C -1.46726 2.85876 1.52198 0.03 0.12 -0.03 -0.1176
H 2.09408 3.38079 -3.00672 -0.02 0.00 0.03 0.1033
H 0.68720 4.02479 -2.16649 0.02 -0.01 -0.03 0.0791
H 0.49940 2.71259 -3.35032 0.02 0.03 -0.02 0.0881
H 3.16349 2.91364 -0.60366 -0.01 0.02 0.03 0.0997
H 2.21137 2.00155 0.56795 0.03 0.01 0.03 0.0650
H 1.68739 3.61603 0.06312 0.00 -0.02 0.05 0.0894
H 3.08750 1.09600 -2.28509 -0.01 -0.03 -0.01 0.1018
H 1.55769 0.45505 -2.88366 0.03 -0.04 0.02 0.0821
H 2.12238 0.04365 -1.24723 0.04 -0.03 -0.01 0.0493
H -0.22562 -1.04350 -2.25690 0.04 0.01 -0.08 0.0887
H -1.50176 -2.00569 -4.12531 -0.02 0.00 -0.02 0.1132
H -3.43371 -0.78461 -5.06821 -0.01 -0.01 0.02 0.1182
H -4.12806 1.37841 -4.08778 0.00 -0.03 -0.02 0.1182
H -2.87751 2.33805 -2.20560 0.00 -0.01 -0.06 0.0950
H -1.60635 4.16701 -1.60175 -0.05 0.03 0.00 0.1029
H -2.87900 5.87945 -0.40414 0.00 0.01 0.04 0.1182
H -3.25572 5.68576 2.02946 -0.01 -0.03 0.01 0.1175
H -2.33917 3.74124 3.26968 0.02 0.06 -0.02 0.1134
H -1.03594 2.04113 2.08053 -0.02 -0.14 0.12 0.0617
```
Forces are in eV/Å.



Below is a molecular structure, C22H34MoN2O6P2 in a non-equilibrium geometry, with properties calculated with ωB97M-V/def2-TZVPD.

Its LUMO energy (alpha / beta) is -0.26759 / -0.30710 hartree. The total energy comes out at -2169.46545 a.u. Its highest occupied orbital energy (alpha / beta) is -13.600 / -13.587 eV. The orbital gap (alpha / beta) is 6.3 / 5.2 eV. Its relative energy (zero: lowest compared OMol25 entry of this formula, charge and spin) is 297.6 kJ/mol. Its net charge is +2. As for the multiplicity: 3.

The geometry in XYZ format:
```
67
Properties=species:S:1:pos:R:3:forces:R:3:lowdin_charge:R:1
P 0.29629 2.00266 -1.27029 -1.81 -1.89 -1.59 0.9441
P 0.20208 -2.43019 0.98426 -1.64 1.94 0.29 0.8372
C -0.90981 1.07361 -2.38233 2.80 -2.35 0.44 -0.5018
C -0.96777 -0.38343 -1.91265 -0.80 0.47 -2.47 -0.1097
H -0.66409 1.27157 -3.45869 -0.66 -0.04 0.91 0.1327
H -1.93080 1.50833 -2.37773 -1.08 0.71 -1.07 -0.0269
H -1.69498 -0.99027 -2.61776 1.77 1.11 1.57 0.0978
H 0.05175 -0.86743 -1.86614 -1.33 0.57 0.78 0.0549
C 0.37174 -3.39567 -0.51582 -0.62 -0.57 -0.51 -0.2378
H 1.40916 -3.68478 -0.65314 0.09 -0.15 -0.10 0.0559
H 0.04235 -2.78548 -1.37672 0.25 -0.44 0.42 0.0059
H -0.27759 -4.28303 -0.47264 0.39 0.08 -0.14 0.0580
C -1.01116 -3.28760 2.04155 -0.07 -0.83 0.16 -0.2404
H -0.97245 -4.37265 1.76915 -0.23 0.72 0.61 0.0586
H -2.05191 -2.90637 1.89950 0.88 -0.26 0.02 0.0482
H -0.70506 -3.11807 3.10724 -0.36 -0.22 -0.95 0.0606
C 1.28254 2.51107 -2.73576 1.91 -0.11 1.38 -0.1300
H 2.32463 2.54320 -2.38664 -0.02 0.43 -0.66 0.0753
H 0.94493 3.47422 -3.12929 0.01 -0.01 0.41 0.0890
H 1.17834 1.75537 -3.51302 0.20 -0.04 0.30 0.0646
C -0.56399 3.43589 -0.56805 0.11 0.30 0.50 -0.2113
H -1.38773 3.13690 0.15447 0.94 0.44 -0.34 0.0537
H -0.99390 4.11878 -1.32977 0.47 -0.60 0.34 0.0823
H 0.16250 4.00989 0.02766 -0.17 -0.16 0.00 0.0986
Mo -2.31531 1.34885 -0.69654 4.37 -0.06 0.12 1.2910
C -4.04544 0.66864 -0.40866 -3.95 0.20 -0.51 -0.3809
C -3.65766 -0.00278 -1.58406 -0.61 -1.87 -1.04 -0.2589
C -4.01628 0.43449 -3.01737 -0.76 -0.29 0.26 -0.1532
C -4.26216 1.93837 -3.16871 0.11 -0.06 -0.46 -0.1491
C -3.25309 2.73209 -2.37482 -1.04 1.16 1.56 -0.1507
C -3.41277 3.20949 -1.04062 -2.05 1.53 -1.17 -0.2789
C -4.72147 3.07052 -0.25796 0.42 0.22 0.47 -0.1545
C -5.19525 1.61366 -0.33465 -1.33 0.84 0.36 -0.1595
C 0.77852 0.85764 0.20277 1.31 1.33 -1.23 -0.1730
H -3.62660 0.34609 0.55543 -0.15 -0.86 0.82 0.1442
H -3.53525 -1.08846 -1.48937 0.51 0.49 -0.14 0.1223
H -4.90068 -0.08641 -3.39126 0.01 -0.21 0.12 0.1338
H -3.21500 0.13596 -3.71818 -0.08 -0.01 0.49 0.1183
H -4.12825 2.19393 -4.22383 0.03 -0.01 0.11 0.1334
H -5.30172 2.20822 -2.95853 0.33 0.05 0.29 0.1264
H -2.53121 3.26055 -2.99135 0.33 -0.10 0.16 0.1284
H -2.90448 4.15301 -0.78773 -0.07 -0.62 -0.17 0.1072
H -5.51425 3.79890 -0.56011 0.65 -0.54 -0.01 0.1488
H -4.45257 3.34681 0.78510 -0.37 -0.22 -0.43 0.1251
H -5.78519 1.41122 0.56175 -0.14 -0.20 -0.16 0.1358
H -5.85477 1.48979 -1.20322 0.16 -0.22 0.46 0.1220
H 0.30561 0.64786 1.18808 -0.97 0.50 -1.05 0.0704
H 1.51771 1.60845 0.43659 1.31 -0.02 0.94 0.0333
H 1.27867 -0.08069 -0.07728 -0.26 0.53 -0.36 0.0300
O 1.62101 -2.76642 1.72287 1.52 0.03 1.32 -0.2576
C 2.05778 -1.99895 2.78028 -1.40 1.16 1.38 -0.4290
O 1.30415 -1.28960 3.46643 1.73 -1.68 -2.09 0.0695
C 3.54428 -2.09494 2.97456 0.20 0.29 -0.15 -0.0950
C 4.22006 -1.06260 3.66711 0.19 -0.60 -0.47 0.1058
C 5.62127 -1.05986 3.67228 -1.14 -1.64 -0.79 -0.1119
C 6.34734 -2.10930 3.08831 -0.60 -0.41 -0.32 0.1238
C 5.65486 -3.12755 2.42496 -1.41 0.72 0.45 -0.0877
C 4.24408 -3.12244 2.34651 0.99 0.29 0.15 0.0881
N 6.34298 -4.22695 1.75394 1.58 -2.40 -1.23 -0.3063
O 7.58591 -4.25670 1.76442 -2.39 0.55 0.24 0.1019
O 5.64812 -5.10997 1.19757 1.04 2.06 1.20 0.0674
N 6.35233 0.02980 4.24470 1.33 2.65 1.52 -0.3221
O 5.71171 0.93396 4.81841 0.73 -1.71 -1.08 0.0799
O 7.58238 0.03791 4.12948 -1.79 -0.29 0.02 0.1037
H 3.63250 -0.29289 4.14386 0.17 0.16 0.06 0.1325
H 7.41837 -2.13959 3.14671 0.30 0.09 -0.06 0.1355
H 3.72472 -3.89661 1.79474 0.19 0.07 0.10 0.1300
```
Forces are in eV/Å.